DFT (the ωB97M-V functional and the def2-TZVPD basis) results for C62H61AsN4O4PRbS3 as an isolated structure at a distorted geometry.

XYZ file:
```
137
Properties=species:S:1:pos:R:3:forces:R:3:mulliken_charge:R:1
Rb 0.016570 0.475419 1.010321 -1.28 0.38 -0.83 0.85
C -4.380061 2.613905 1.135015 0.01 -0.06 -0.09 -1.16
C -3.623208 3.907529 1.238203 0.07 0.02 -0.08 1.77
C -4.003680 4.885934 2.152945 -0.01 -0.04 -0.01 -0.98
C -3.281389 6.059090 2.306057 0.01 0.00 0.00 -0.92
C -2.149876 6.267490 1.531783 0.01 -0.03 -0.01 -0.99
C -1.734163 5.319178 0.605643 -0.07 0.02 0.02 1.08
C -0.485961 5.510301 -0.209447 0.01 0.02 0.01 -1.58
C -2.484441 4.147048 0.457119 0.00 -0.17 -0.13 -0.57
N -1.951379 3.168570 -0.417060 -0.34 0.05 -0.22 0.66
C -2.449832 2.927665 -1.558337 0.31 -0.08 0.21 1.02
C -3.684131 3.563528 -2.147730 0.05 -0.01 0.02 -2.19
C -1.697874 1.967568 -2.468881 0.43 -0.01 0.14 0.83
C -2.470701 1.394002 -3.632402 0.04 0.02 0.16 -2.04
N -0.460784 1.788019 -2.219312 -0.45 0.16 -0.26 0.17
C 0.394251 1.001337 -3.032131 -0.22 0.02 0.14 -0.52
C 1.404809 1.676456 -3.728139 0.03 -0.04 0.00 0.93
C 1.490939 3.175093 -3.650258 0.03 0.02 0.00 -1.31
C 2.317688 0.931609 -4.463043 -0.06 0.03 0.02 -1.07
C 2.247417 -0.455311 -4.490168 -0.01 0.04 -0.02 -0.61
C 1.256813 -1.106435 -3.776739 -0.09 -0.06 0.00 0.48
C 0.311275 -0.393696 -3.039397 0.03 0.05 -0.11 1.07
C -0.770911 -1.109433 -2.294146 -0.08 -0.13 -0.10 0.74
H -5.128795 2.539742 1.923565 0.02 -0.01 0.02 0.39
H -3.726201 1.739071 1.186819 0.06 0.01 0.01 -0.10
H -4.899366 2.513627 0.179244 -0.03 0.04 -0.04 0.35
H -4.874043 4.701103 2.773474 0.00 0.01 0.00 0.38
H -3.587201 6.799297 3.035940 0.00 0.00 0.01 0.45
H -1.563386 7.171442 1.655912 0.01 0.01 0.01 0.40
H 0.103756 6.343373 0.175678 -0.01 0.00 0.00 0.45
H -0.712943 5.711955 -1.260963 -0.02 -0.02 0.02 0.34
H 0.121525 4.603915 -0.192404 0.01 -0.03 0.02 0.21
H -4.129025 4.269678 -1.455426 -0.03 0.07 0.10 0.45
H -4.419151 2.795326 -2.396610 0.00 0.02 0.04 0.38
H -3.434337 4.086114 -3.075826 0.00 -0.01 0.04 0.47
H -3.281699 0.764124 -3.255645 0.05 -0.01 0.05 0.26
H -1.827987 0.798682 -4.269453 0.12 -0.09 -0.08 0.45
H -2.923632 2.189953 -4.228319 0.06 -0.04 0.02 0.50
H 1.524991 3.502256 -2.608886 0.00 -0.01 0.00 0.21
H 0.619186 3.658746 -4.098853 -0.01 -0.03 -0.01 0.27
H 2.382434 3.536045 -4.163975 0.00 0.00 0.01 0.41
H 3.103704 1.449264 -5.002130 0.01 -0.01 0.01 0.29
H 2.977255 -1.027591 -5.050316 0.00 0.00 0.00 0.47
H 1.200258 -2.192877 -3.782809 0.03 0.14 0.00 -0.31
H -0.427714 -2.091299 -1.982792 0.00 -0.07 0.08 -0.85
H -1.662486 -1.243070 -2.911566 -0.01 -0.08 -0.09 0.44
H -1.125580 -0.580090 -1.417278 0.12 0.07 0.10 -0.77
O 2.322925 -1.023558 4.017524 0.00 0.03 -0.01 -0.76
S 2.481176 -0.044339 2.937460 -0.02 0.30 0.52 0.83
O 3.844008 0.491363 2.867248 -0.02 0.04 -0.02 -0.74
O 2.126539 -0.706732 1.622072 0.78 -0.39 0.02 -0.86
O 1.464503 1.049937 3.039122 0.55 0.19 0.72 -0.47
S -0.580957 5.241224 6.653490 -0.12 -0.01 0.00 -0.20
C -0.624667 4.324290 5.119759 0.10 0.05 -0.06 0.06
C -1.689707 3.485023 4.836455 -0.03 -0.03 0.02 -0.62
C -1.681983 2.806446 3.625547 0.10 0.15 -0.02 -0.70
N -0.712323 2.926776 2.725233 -0.06 0.00 0.11 0.49
C 0.328204 3.695621 3.030487 0.00 -0.15 0.01 -0.66
C 0.418439 4.419202 4.211216 -0.02 -0.01 0.03 -0.30
C -1.543193 6.665451 6.177163 0.09 -0.08 0.00 0.34
C -1.109889 7.537144 5.187496 -0.02 0.05 -0.10 -0.10
C -1.880137 8.651057 4.894700 0.04 -0.06 -0.02 -0.41
N -3.020125 8.953427 5.516586 -0.02 0.00 -0.01 -0.65
C -3.425175 8.110352 6.461567 0.03 -0.05 0.04 -0.33
C -2.732582 6.962326 6.824749 -0.05 0.04 0.07 -0.24
H -2.503612 3.355766 5.537530 0.01 0.02 0.00 0.45
H -2.498686 2.138455 3.372265 -0.02 0.01 -0.02 0.44
H 1.143292 3.707907 2.316625 -0.02 0.00 0.02 0.45
H 1.294041 5.016841 4.425814 -0.01 0.00 0.00 0.51
H -0.190642 7.347450 4.649256 -0.01 -0.01 -0.01 0.33
H -1.558401 9.339677 4.120258 -0.02 0.01 0.01 0.37
H -4.357757 8.356423 6.959445 0.01 0.01 -0.02 0.35
H -3.115244 6.308652 7.597443 0.00 0.00 -0.02 0.39
C 2.261345 -3.815936 -1.123914 -0.02 -0.24 -0.41 0.39
C 1.084757 -4.773741 -1.048650 0.03 0.07 0.13 -1.46
As 0.974256 -6.182403 -2.424689 -0.04 -0.01 -0.13 0.17
C 0.555586 -5.036528 -3.960719 -0.03 -0.05 -0.01 -0.02
C 1.308359 -4.988941 -5.131794 -0.02 0.07 -0.03 -0.19
C 0.900689 -4.209895 -6.209188 -0.01 0.00 0.03 -0.74
C -0.275886 -3.478620 -6.138756 -0.02 -0.01 0.01 -0.45
C -1.048499 -3.540019 -4.987204 0.01 -0.02 0.04 -0.45
C -0.637210 -4.314060 -3.911177 -0.02 0.03 -0.06 -0.31
C 2.857720 -6.588029 -2.802303 0.01 -0.02 0.07 0.20
C 3.263682 -7.897152 -2.553126 0.04 0.02 0.00 -0.70
C 4.583238 -8.291408 -2.746827 -0.03 0.01 0.00 -0.53
C 5.517495 -7.374451 -3.202063 -0.01 0.02 0.00 -0.51
C 5.126788 -6.066237 -3.462127 -0.01 -0.02 0.00 -0.84
C 3.809891 -5.677332 -3.264263 0.02 -0.01 0.04 0.45
P 2.136867 -2.376220 0.094851 -0.12 -0.33 -0.23 1.31
C 2.180615 -3.476407 1.565301 0.06 -0.03 0.08 0.52
C 1.118148 -3.433336 2.462148 0.04 -0.01 0.05 -0.60
C 1.040938 -4.331308 3.518371 -0.01 0.03 -0.04 -0.59
C 2.038481 -5.276513 3.704647 -0.01 0.00 -0.01 -0.46
C 3.115163 -5.319793 2.827520 0.00 0.03 -0.03 -0.80
C 3.178700 -4.428956 1.764037 -0.04 -0.01 0.06 -0.44
C 3.879930 -1.866811 -0.176394 0.08 0.10 0.04 0.73
C 4.788202 -1.692633 0.865677 0.00 0.02 0.04 -0.66
C 6.085856 -1.269094 0.611417 -0.03 -0.02 0.01 -0.86
C 6.500935 -0.999918 -0.685530 -0.03 0.00 -0.02 -0.58
C 5.595896 -1.137599 -1.730040 -0.02 0.00 0.01 -0.79
C 4.298472 -1.561289 -1.473109 0.02 -0.03 -0.07 0.00
H 2.282051 -3.349364 -2.116815 0.01 -0.07 0.01 -0.76
H 3.192983 -4.381187 -1.020284 -0.01 0.10 0.04 0.62
H 0.126811 -4.244815 -1.113285 0.01 0.00 -0.03 0.36
H 1.063291 -5.293401 -0.088183 0.05 -0.02 0.00 0.50
H 2.229137 -5.552659 -5.205639 -0.03 -0.01 -0.03 0.55
H 1.511190 -4.172187 -7.104012 0.00 0.00 0.00 0.40
H -0.588388 -2.861984 -6.972760 0.01 0.00 0.01 0.36
H -1.969756 -2.975082 -4.913826 0.01 0.01 -0.01 0.37
H -1.260631 -4.343734 -3.023715 0.03 0.00 0.02 0.40
H 2.536864 -8.617494 -2.194991 0.00 0.00 0.00 0.31
H 4.877640 -9.312738 -2.536107 0.00 0.01 -0.01 0.36
H 6.549050 -7.672358 -3.348253 -0.01 0.00 0.00 0.36
H 5.853234 -5.339993 -3.806138 -0.01 0.00 0.01 0.41
H 3.526458 -4.652468 -3.462237 0.02 0.00 0.03 0.31
H 0.356713 -2.672961 2.347191 0.02 0.00 -0.01 0.49
H 0.208284 -4.270610 4.209280 0.03 0.00 -0.01 0.39
H 1.984313 -5.968398 4.537920 0.01 0.01 -0.01 0.33
H 3.908679 -6.044832 2.973066 -0.01 0.00 0.00 0.37
H 4.020493 -4.472931 1.082598 0.03 0.01 -0.01 0.36
H 4.465170 -1.834239 1.888044 0.01 -0.02 0.00 0.34
H 6.762132 -1.116801 1.444445 -0.02 0.00 -0.01 0.39
H 7.511166 -0.657262 -0.879609 0.00 0.00 0.00 0.35
H 5.891547 -0.898449 -2.746346 -0.01 0.00 0.00 0.43
H 3.596267 -1.627594 -2.298242 0.04 0.01 0.05 -0.06
S -3.147420 -0.924050 0.110021 -0.13 0.02 -0.01 -0.26
C -4.420870 -1.213062 1.268344 -0.04 0.12 0.04 0.18
C -4.323052 -0.792207 2.608674 -0.02 -0.05 0.01 -0.45
C -5.342733 -1.004362 3.524874 0.04 0.00 -0.05 -0.59
C -6.516193 -1.648854 3.148568 0.01 0.01 -0.01 -0.40
C -6.635636 -2.080622 1.831895 0.06 0.00 -0.06 -0.46
C -5.615204 -1.869418 0.915733 -0.03 0.02 0.03 -0.58
H -3.409494 -0.305065 2.926478 0.04 0.02 0.00 0.26
H -5.210965 -0.667332 4.547722 -0.01 0.00 0.00 0.36
H -7.312061 -1.818191 3.864372 0.01 0.00 -0.01 0.34
H -7.536479 -2.594425 1.511089 0.00 0.00 0.00 0.31
H -5.724001 -2.214096 -0.105753 0.00 0.00 0.00 0.34
```
Forces are in eV/Å.

orbital gap	5.5	eV
charge	-2
energy	-6715.07594	hartree
HOMO level	-0.0809	Ha
energy relative to the best compared isomer or geometry (same formula, charge and spin)	157.2	kJ/mol
multiplicity	1